Molecular formula: C29H69Ca3N4O12P2
Method: DFT, ωB97M-V/def2-TZVPD

```
! RIJCOSX wB97M-V def2-TZVPD def2/J DEFGRID3
* xyz 0 2
Ca 0.61 0.89 -2.23
Ca 3.10 1.68 -0.07
Ca -1.45 0.85 0.75
P 2.57 2.75 -2.85
O 2.85 1.32 -2.26
O 3.47 3.22 -1.67
O 1.01 2.93 -2.85
O 3.45 2.91 -4.08
P 0.97 -0.14 0.30
O 0.90 1.38 0.00
O 2.47 -0.36 0.05
O -0.16 -0.45 -0.71
O 0.28 -0.08 1.67
O -1.74 4.12 -1.77
C -1.93 3.06 -1.01
O -1.60 1.88 -1.48
O -2.11 3.14 0.21
H -1.36 3.70 -2.54
C -2.83 2.84 4.87
C -1.98 1.66 5.25
C -0.97 1.51 4.12
O -1.77 1.85 2.95
C -2.65 2.93 3.31
H -2.59 3.74 5.43
H -3.87 2.60 5.13
H -2.46 0.68 5.32
H -1.39 1.77 6.16
H -0.53 0.52 4.00
H -0.12 2.20 4.13
H -3.56 2.88 2.73
H -2.23 3.84 2.89
C -1.74 -0.71 -5.44
C -1.18 -0.17 -4.12
N 0.26 -0.34 -4.11
C 0.98 0.05 -5.32
C 0.56 1.53 -5.74
C 0.67 -1.74 -3.72
C 2.17 -1.95 -3.30
H -1.53 -0.17 -6.37
H -2.81 -0.46 -5.38
H -1.54 -1.76 -5.63
H -1.54 0.85 -3.99
H -1.46 -0.74 -3.23
H 2.07 -0.01 -5.19
H 0.62 -0.46 -6.21
H 0.93 2.26 -5.02
H 1.02 1.86 -6.67
H -0.52 1.62 -5.89
H 0.46 -2.39 -4.56
H 0.09 -2.21 -2.93
H 2.80 -1.91 -4.19
H 2.50 -2.90 -2.89
H 2.57 -1.23 -2.59
C 3.75 -4.82 -1.02
C 2.67 -4.20 -0.05
N 1.32 -4.73 -0.35
C 1.31 -6.10 0.17
C 0.00 -6.85 -0.14
C 0.34 -3.79 0.05
C 0.02 -3.64 1.53
H 4.58 -4.13 -0.90
H 3.45 -4.85 -2.07
H 4.02 -5.81 -0.66
H 2.90 -4.38 1.00
H 2.75 -3.13 -0.24
H 2.11 -6.66 -0.31
H 1.74 -6.13 1.18
H -0.86 -6.41 0.37
H -0.16 -6.80 -1.22
H 0.03 -7.92 0.04
H -0.63 -3.87 -0.44
H 0.71 -2.82 -0.28
H -0.39 -2.63 1.63
H 0.96 -3.67 2.07
H -0.62 -4.42 1.97
C 4.26 1.27 2.88
C 3.03 2.16 2.86
N 2.97 3.17 1.78
C 1.69 3.86 1.90
C 1.46 4.86 0.81
C 4.08 4.06 1.81
C 4.35 4.88 3.11
H 5.14 1.86 3.13
H 4.47 0.60 2.05
H 4.03 0.54 3.66
H 2.22 1.43 2.81
H 2.97 2.71 3.79
H 1.37 4.29 2.85
H 0.97 3.05 1.84
H 0.48 5.32 0.91
H 1.69 4.36 -0.13
H 2.06 5.76 0.97
H 4.99 3.58 1.45
H 3.99 4.84 1.06
H 3.45 5.34 3.51
H 4.86 4.27 3.86
H 5.02 5.70 2.84
C -3.06 -1.54 2.78
C -4.15 -0.89 1.91
N -3.56 -0.50 0.64
C -4.59 0.09 -0.30
C -5.16 1.43 0.20
C -3.05 -1.74 -0.12
C -4.17 -2.81 -0.54
H -3.47 -1.75 3.77
H -2.15 -0.98 2.96
H -2.72 -2.55 2.55
H -5.00 -1.55 1.74
H -4.57 -0.06 2.48
H -4.20 0.16 -1.32
H -5.41 -0.62 -0.44
H -5.88 1.80 -0.53
H -5.75 1.31 1.11
H -4.45 2.26 0.33
H -2.17 -2.22 0.31
H -2.60 -1.43 -1.07
H -4.70 -3.13 0.36
H -3.61 -3.67 -0.90
H -4.91 -2.60 -1.31
*
```

Results
molar mass = 848.07 g/mol
lowest unoccupied orbital energy (spin up / spin down) = 0.36 / -1.74 eV
electronic energy = -135630.127 eV
Kohn-Sham gap (spin up / spin down) = 8.5 / 6.4 eV
<S²> = 0.758
HOMO level (spin up / spin down) = -8.13 / -8.13 eV

Molecular formula: C29H71FN19O11Si
Method: DFT, ωB97M-V/def2-TZVPD

```
! RIJCOSX wB97M-V def2-TZVPD def2/J DEFGRID3
* xyz 1 1
C 2.88 -6.03 0.85
O 1.52 -5.64 0.96
C 1.07 -4.89 -0.15
C 1.83 -3.54 -0.25
C 0.88 -2.33 -0.40
C 1.43 -1.14 -1.15
C 0.64 -0.54 -2.13
C -0.76 -1.03 -2.48
C -1.73 -0.97 -1.26
O -2.83 -0.11 -1.54
Si -3.85 0.13 -0.19
C -4.36 -1.49 0.63
C -3.06 1.20 1.14
C -5.44 1.03 -0.70
C 1.13 0.55 -2.83
N 0.40 1.19 -3.82
N 2.35 1.01 -2.55
C 3.16 0.50 -1.61
C 4.49 1.17 -1.42
C 5.67 0.32 -2.02
C 6.80 0.20 -0.96
C 7.48 1.60 -0.81
C 9.01 1.58 -1.07
N 9.78 1.77 0.16
C 2.72 -0.58 -0.90
C 3.65 -1.12 0.17
C 4.59 -2.22 -0.35
O 4.61 -2.67 -1.45
F 5.44 -2.74 0.59
H 3.48 -5.35 1.48
H 3.28 -5.90 -0.17
H 3.05 -7.06 1.19
H 0.00 -4.69 -0.02
H 1.21 -5.52 -1.04
H 2.38 -3.41 0.69
H 2.52 -3.57 -1.09
H 0.01 -2.68 -0.97
H 0.46 -2.04 0.58
H -1.22 -0.39 -3.25
H -0.73 -2.06 -2.84
H -1.19 -0.58 -0.38
H -2.08 -1.98 -1.00
H -4.62 -2.30 -0.07
H -3.62 -1.88 1.34
H -5.27 -1.29 1.21
H -2.98 2.23 0.78
H -2.11 0.81 1.53
H -3.75 1.22 2.00
H -5.38 1.24 -1.78
H -6.31 0.43 -0.46
H -5.50 1.97 -0.14
H -0.56 1.36 -3.53
H 0.78 2.10 -4.03
H 2.67 1.83 -3.05
H 4.72 1.38 -0.37
H 4.53 2.14 -1.94
H 6.12 0.84 -2.88
H 5.32 -0.65 -2.39
H 6.33 -0.09 -0.01
H 7.55 -0.55 -1.24
H 7.22 2.02 0.17
H 7.04 2.27 -1.56
H 9.25 0.66 -1.61
H 9.22 2.42 -1.75
H 9.22 2.22 0.87
H 10.61 2.31 -0.02
H 4.27 -0.31 0.57
H 3.08 -1.56 0.99
C 5.46 -0.09 3.95
O 6.15 0.86 3.64
N 5.36 -1.21 3.17
N 4.70 -0.11 5.09
H 4.79 -2.01 3.40
H 5.89 -1.23 2.32
H 4.74 0.70 5.68
H 4.12 -0.88 5.35
C -7.25 -2.58 -1.94
O -7.09 -1.54 -1.31
N -8.47 -3.15 -2.12
N -6.20 -3.25 -2.50
H -8.62 -4.00 -2.63
H -9.26 -2.68 -1.72
H -5.29 -2.86 -2.39
H -6.30 -4.11 -3.02
C 0.96 1.02 3.06
O 0.65 1.58 2.02
N 2.26 0.74 3.36
N 0.05 0.64 3.99
H 2.57 0.28 4.19
H 2.95 1.02 2.68
H -0.92 0.83 3.79
H 0.28 0.18 4.85
C -7.76 4.01 -1.52
O -6.63 4.11 -1.99
N -8.41 2.82 -1.40
N -8.46 5.09 -1.08
H -9.33 2.72 -1.02
H -7.92 2.00 -1.72
H -8.02 5.98 -1.15
H -9.39 5.03 -0.68
C 9.01 5.10 -3.16
O 8.05 4.43 -2.81
N 9.70 5.90 -2.30
N 9.45 5.12 -4.45
H 10.48 6.47 -2.56
H 9.39 5.91 -1.34
H 8.97 4.55 -5.11
H 10.23 5.67 -4.76
C -9.19 4.54 2.66
O -9.77 4.32 1.61
N -8.84 5.80 3.06
N -8.83 3.55 3.53
H -8.36 6.00 3.92
H -9.08 6.55 2.45
H -9.08 2.61 3.27
H -8.35 3.70 4.40
C -7.35 1.84 6.40
O -7.89 2.87 6.04
N -6.61 1.76 7.55
N -7.43 0.68 5.68
H -6.16 0.92 7.86
H -6.54 2.60 8.10
H -7.96 0.70 4.83
H -6.99 -0.18 5.96
C -0.49 -6.39 -3.82
O -1.34 -6.13 -2.99
N 0.60 -7.18 -3.55
N -0.55 -5.93 -5.11
H 1.30 -7.41 -4.22
H 0.67 -7.54 -2.62
H -1.34 -5.35 -5.35
H 0.13 -6.13 -5.81
*
```

Results
molar mass = 909.09 g/mol
lowest unoccupied orbital energy = -2.86 eV
electronic energy = -92659.125 eV
Kohn-Sham gap = 7.4 eV
HOMO level = -10.24 eV

Molecular formula: C29H71N4O15PS2
Method: DFT, ωB97M-V/def2-TZVPD

```
! RIJCOSX wB97M-V def2-TZVPD def2/J DEFGRID3
* xyz 0 1
C -2.82 6.11 2.26
C -2.61 5.67 0.75
C -1.09 5.39 0.38
C -0.69 4.04 1.09
O -0.29 4.33 2.48
C 0.42 3.18 2.87
C 1.85 3.18 2.72
C 2.61 1.94 3.09
C 1.87 0.81 3.58
C 2.62 -0.53 3.93
C 2.35 -1.54 2.71
S 2.30 -0.70 1.07
C 0.66 -0.87 0.38
N -0.32 -1.79 0.65
N -1.41 -1.60 -0.11
C -1.16 -0.53 -0.92
O 0.09 -0.07 -0.63
C 0.38 0.81 3.79
N -0.23 -0.33 4.30
C -1.56 -0.16 4.46
P -2.53 -1.61 5.15
S -3.43 -2.67 3.78
C -2.29 1.08 4.08
N -1.74 2.19 3.54
C -0.37 2.02 3.42
H -3.72 6.74 2.43
H -2.86 5.16 2.87
H -1.86 6.62 2.59
H -2.97 6.49 0.07
H -3.17 4.71 0.56
H -0.94 5.24 -0.72
H -0.39 6.18 0.79
H 0.17 3.51 0.58
H -1.56 3.31 1.09
H 2.39 4.08 2.32
H 3.72 1.90 2.98
H 3.71 -0.39 4.15
H 2.12 -0.96 4.84
H 3.26 -2.21 2.69
H 1.44 -2.16 2.85
H -1.89 -0.18 -1.67
H -1.58 -2.48 5.78
H -3.41 -1.21 6.21
H -3.41 1.09 4.23
C -2.07 -4.49 -2.51
O -2.53 -3.15 -2.45
H -2.15 -4.84 -3.54
H -1.02 -4.55 -2.20
H -2.69 -5.13 -1.87
H -2.44 -2.86 -1.53
C -2.03 -1.19 9.45
O -2.16 -0.53 8.19
H -2.80 -1.95 9.53
H -1.05 -1.66 9.52
H -2.15 -0.46 10.25
H -1.47 0.13 8.14
C -4.78 -6.42 -0.43
O -4.98 -5.11 0.08
H -5.63 -7.04 -0.16
H -4.69 -6.39 -1.52
H -3.87 -6.85 0.01
H -4.21 -4.59 -0.17
C -0.96 2.75 -3.63
O -0.16 3.09 -2.49
H -0.98 3.60 -4.31
H -0.52 1.89 -4.14
H -1.98 2.52 -3.31
H -0.16 2.32 -1.90
C -4.89 3.72 5.38
O -3.91 3.51 6.39
H -5.74 4.23 5.83
H -4.47 4.35 4.59
H -5.22 2.77 4.97
H -3.17 3.06 5.97
C 2.74 0.48 -3.44
O 2.69 1.12 -2.18
H 3.41 -0.38 -3.38
H 1.74 0.14 -3.73
H 3.13 1.18 -4.19
H 2.09 1.88 -2.26
C 4.44 -3.49 -3.42
O 3.81 -3.77 -2.17
H 4.97 -4.38 -3.75
H 3.68 -3.23 -4.16
H 5.15 -2.67 -3.31
H 3.35 -2.97 -1.90
C 0.35 -0.63 -6.15
O 0.31 0.78 -5.92
H 0.05 -1.13 -5.23
H -0.34 -0.89 -6.96
H 1.37 -0.93 -6.42
H 0.58 1.21 -6.75
C -1.23 8.85 -2.08
O -1.83 7.59 -1.79
H -1.04 9.37 -1.14
H -0.28 8.69 -2.60
H -1.90 9.45 -2.70
H -1.98 7.15 -2.64
C 1.74 3.58 -5.31
O 1.51 4.19 -6.58
H 1.01 2.79 -5.15
H 2.75 3.16 -5.29
H 1.64 4.33 -4.52
H 2.16 4.88 -6.69
C 5.18 -7.39 -4.43
O 4.56 -7.66 -3.18
H 5.72 -8.28 -4.76
H 4.42 -7.13 -5.17
H 5.89 -6.56 -4.31
H 4.10 -6.86 -2.91
C 0.68 -4.23 -5.90
O 1.46 -3.86 -4.77
H 0.66 -3.40 -6.60
H 1.11 -5.10 -6.39
H -0.34 -4.46 -5.58
H 1.46 -4.62 -4.16
C 3.60 -5.42 4.44
O 3.62 -4.32 3.55
H 3.18 -5.10 5.39
H 2.99 -6.23 4.03
H 4.62 -5.78 4.61
H 4.00 -4.63 2.72
*
```

Results
molar mass = 811.01 g/mol
lowest unoccupied orbital energy = -0.95 eV
electronic energy = -98846.318 eV
Kohn-Sham gap = 7.3 eV
ΔE to the lowest compared entry with this formula, charge and spin = 69.62 kcal per mole
HOMO level = -8.30 eV

Molecular formula: C29H74AlBNO8
Method: DFT, ωB97M-V/def2-TZVPD

```
! RIJCOSX wB97M-V def2-TZVPD def2/J DEFGRID3
* xyz -1 1
C 4.10 0.48 1.78
C 3.89 -0.81 0.91
C 2.58 -0.80 0.04
C 1.39 -1.62 0.65
N 0.36 -0.79 1.28
Al -1.40 -1.09 0.58
C -2.39 0.67 0.08
O -3.41 0.94 1.07
C -4.32 1.89 0.58
C -5.46 2.19 1.57
B -2.69 -2.06 1.96
O -2.89 -1.42 3.23
O -3.38 -3.29 1.65
C -4.78 -3.11 1.60
C -5.28 -2.39 0.32
H 4.58 0.16 2.72
H 4.80 1.18 1.30
H 3.17 1.02 1.96
H 4.75 -0.87 0.21
H 3.97 -1.69 1.55
H 2.27 0.22 -0.24
H 2.84 -1.30 -0.91
H 0.92 -2.16 -0.19
H 1.83 -2.38 1.32
H 0.42 -0.93 2.28
H -1.30 -2.09 -0.68
H -1.63 1.47 0.04
H -2.93 0.52 -0.88
H -4.79 1.47 -0.34
H -3.76 2.81 0.36
H -5.13 2.33 2.61
H -6.27 1.44 1.51
H -5.91 3.15 1.26
H -3.35 -2.05 3.80
H -5.23 -4.12 1.60
H -5.17 -2.61 2.50
H -6.22 -1.86 0.57
H -5.47 -3.13 -0.47
H -4.58 -1.65 -0.08
C -0.12 -7.07 -1.11
C -0.41 -5.59 -0.89
O -1.10 -4.98 -1.97
C -2.37 -5.51 -2.27
C -3.37 -5.40 -1.12
H 0.41 -7.22 -2.05
H 0.48 -7.46 -0.29
H -1.04 -7.66 -1.16
H 0.53 -5.06 -0.79
H -0.96 -5.43 0.05
H -2.29 -6.55 -2.62
H -2.74 -4.93 -3.12
H -3.07 -6.01 -0.27
H -4.36 -5.74 -1.45
H -3.44 -4.37 -0.77
C -0.71 5.71 -1.96
C -1.05 4.32 -1.45
O -0.28 3.29 -2.02
C 1.12 3.36 -1.81
C 1.52 3.31 -0.34
H -0.77 5.75 -3.05
H -1.40 6.45 -1.55
H 0.30 6.01 -1.68
H -2.09 4.10 -1.71
H -0.99 4.28 -0.36
H 1.54 4.24 -2.31
H 1.54 2.49 -2.31
H 1.17 4.19 0.20
H 2.61 3.27 -0.25
H 1.09 2.43 0.14
C -5.45 8.79 0.41
C -5.33 7.54 -0.45
O -4.03 6.99 -0.47
C -3.51 6.57 0.78
C -4.33 5.48 1.44
H -4.72 9.54 0.11
H -6.45 9.22 0.32
H -5.28 8.57 1.47
H -5.57 7.80 -1.48
H -6.06 6.79 -0.14
H -3.38 7.43 1.44
H -2.51 6.18 0.57
H -5.32 5.83 1.72
H -3.83 5.13 2.35
H -4.46 4.63 0.76
C 4.74 -6.14 0.26
C 4.78 -5.20 1.45
O 3.51 -4.71 1.83
C 2.55 -5.68 2.23
C 2.98 -6.49 3.44
H 4.23 -5.67 -0.59
H 5.75 -6.42 -0.04
H 4.20 -7.07 0.49
H 5.37 -4.32 1.19
H 5.28 -5.67 2.30
H 2.30 -6.34 1.39
H 1.65 -5.13 2.47
H 3.85 -7.11 3.23
H 2.17 -7.15 3.76
H 3.24 -5.83 4.27
C 7.43 3.19 -2.11
C 6.46 2.44 -1.21
O 5.11 2.54 -1.61
C 4.81 2.04 -2.90
C 5.10 0.56 -3.06
H 7.13 4.24 -2.20
H 8.44 3.15 -1.70
H 7.46 2.77 -3.12
H 6.51 2.86 -0.21
H 6.75 1.38 -1.12
H 5.31 2.63 -3.67
H 3.74 2.19 -3.04
H 6.16 0.33 -2.99
H 4.75 0.21 -4.04
H 4.59 -0.02 -2.28
*
```

Results
molar mass = 602.70 g/mol
lowest unoccupied orbital energy = 2.54 eV
electronic energy = -56416.398 eV
Kohn-Sham gap = 6.2 eV
HOMO level = -3.62 eV

Copy entry 4 word for word.
Molecular formula: C29H74AlBNO8
Method: DFT, ωB97M-V/def2-TZVPD

```
! RIJCOSX wB97M-V def2-TZVPD def2/J DEFGRID3
* xyz -1 1
C 4.10 0.48 1.78
C 3.89 -0.81 0.91
C 2.58 -0.80 0.04
C 1.39 -1.62 0.65
N 0.36 -0.79 1.28
Al -1.40 -1.09 0.58
C -2.39 0.67 0.08
O -3.41 0.94 1.07
C -4.32 1.89 0.58
C -5.46 2.19 1.57
B -2.69 -2.06 1.96
O -2.89 -1.42 3.23
O -3.38 -3.29 1.65
C -4.78 -3.11 1.60
C -5.28 -2.39 0.32
H 4.58 0.16 2.72
H 4.80 1.18 1.30
H 3.17 1.02 1.96
H 4.75 -0.87 0.21
H 3.97 -1.69 1.55
H 2.27 0.22 -0.24
H 2.84 -1.30 -0.91
H 0.92 -2.16 -0.19
H 1.83 -2.38 1.32
H 0.42 -0.93 2.28
H -1.30 -2.09 -0.68
H -1.63 1.47 0.04
H -2.93 0.52 -0.88
H -4.79 1.47 -0.34
H -3.76 2.81 0.36
H -5.13 2.33 2.61
H -6.27 1.44 1.51
H -5.91 3.15 1.26
H -3.35 -2.05 3.80
H -5.23 -4.12 1.60
H -5.17 -2.61 2.50
H -6.22 -1.86 0.57
H -5.47 -3.13 -0.47
H -4.58 -1.65 -0.08
C -0.12 -7.07 -1.11
C -0.41 -5.59 -0.89
O -1.10 -4.98 -1.97
C -2.37 -5.51 -2.27
C -3.37 -5.40 -1.12
H 0.41 -7.22 -2.05
H 0.48 -7.46 -0.29
H -1.04 -7.66 -1.16
H 0.53 -5.06 -0.79
H -0.96 -5.43 0.05
H -2.29 -6.55 -2.62
H -2.74 -4.93 -3.12
H -3.07 -6.01 -0.27
H -4.36 -5.74 -1.45
H -3.44 -4.37 -0.77
C -0.71 5.71 -1.96
C -1.05 4.32 -1.45
O -0.28 3.29 -2.02
C 1.12 3.36 -1.81
C 1.52 3.31 -0.34
H -0.77 5.75 -3.05
H -1.40 6.45 -1.55
H 0.30 6.01 -1.68
H -2.09 4.10 -1.71
H -0.99 4.28 -0.36
H 1.54 4.24 -2.31
H 1.54 2.49 -2.31
H 1.17 4.19 0.20
H 2.61 3.27 -0.25
H 1.09 2.43 0.14
C -5.45 8.79 0.41
C -5.33 7.54 -0.45
O -4.03 6.99 -0.47
C -3.51 6.57 0.78
C -4.33 5.48 1.44
H -4.72 9.54 0.11
H -6.45 9.22 0.32
H -5.28 8.57 1.47
H -5.57 7.80 -1.48
H -6.06 6.79 -0.14
H -3.38 7.43 1.44
H -2.51 6.18 0.57
H -5.32 5.83 1.72
H -3.83 5.13 2.35
H -4.46 4.63 0.76
C 4.74 -6.14 0.26
C 4.78 -5.20 1.45
O 3.51 -4.71 1.83
C 2.55 -5.68 2.23
C 2.98 -6.49 3.44
H 4.23 -5.67 -0.59
H 5.75 -6.42 -0.04
H 4.20 -7.07 0.49
H 5.37 -4.32 1.19
H 5.28 -5.67 2.30
H 2.30 -6.34 1.39
H 1.65 -5.13 2.47
H 3.85 -7.11 3.23
H 2.17 -7.15 3.76
H 3.24 -5.83 4.27
C 7.43 3.19 -2.11
C 6.46 2.44 -1.21
O 5.11 2.54 -1.61
C 4.81 2.04 -2.90
C 5.10 0.56 -3.06
H 7.13 4.24 -2.20
H 8.44 3.15 -1.70
H 7.46 2.77 -3.12
H 6.51 2.86 -0.21
H 6.75 1.38 -1.12
H 5.31 2.63 -3.67
H 3.74 2.19 -3.04
H 6.16 0.33 -2.99
H 4.75 0.21 -4.04
H 4.59 -0.02 -2.28
*
```

Results
molar mass = 602.70 g/mol
lowest unoccupied orbital energy = 2.54 eV
electronic energy = -56416.398 eV
Kohn-Sham gap = 6.2 eV
HOMO level = -3.62 eV

- Which value of molar mass does entry 4 give?
  602.70 g/mol

- Which formula does entry 1 have?
  C29H69Ca3N4O12P2

- What is the electronic energy in the first record?
  -135630.127 eV